Formula: C3H8N3O
Source: the Open Molecules 2025 dataset
Level of theory: the ωB97M-V functional and the def2-TZVPD basis

Element x y z (Å)
C 0.795 -0.258 -0.005
C -0.384 0.511 -0.533
C -1.731 -0.099 -0.554
N 1.960 0.201 -0.276
N 3.052 -0.315 0.148
N -1.346 0.996 0.519
O -1.957 -1.305 -0.083
H 0.705 -1.302 0.539
H -0.048 1.154 -1.252
H -2.534 0.383 -1.038
H 2.975 -1.258 0.581
H 3.920 0.215 0.202
H -1.047 0.548 1.370
H -1.459 1.990 0.652
H -2.901 -1.461 -0.271

Summary:
Charge   +1
HOMO level (alpha / beta)   -9.32 / -13.57 eV
2S+1   3
Orbital gap (alpha / beta)   6.34 / 7.80 eV
ΔE to the lowest compared entry with this formula, charge and spin   58.7 kcal/mol